69
Properties=species:S:1:pos:R:3:forces:R:3 method="wB97M-V/def2-TZVPD" orbital_gap_ev="7.0 / 7.2" total_charge=+1 relative_energy_kj_mol=0.0 spin_multiplicity=3 e_tot_ev=-129671.819 lumo_energy_ev="-4.086 / -4.049" s_squared=2.018
Mo -1.2655 0.8698 0.8096 -0.695 -0.307 -0.504
C 3.9588 -1.2823 2.0615 0.388 -0.425 -0.263
C 3.8612 -0.0450 2.6614 0.638 0.216 -0.006
C 2.6757 0.6492 2.6460 0.469 0.339 0.469
C 1.5347 0.0667 2.1516 0.583 -1.330 -0.693
C 1.6004 -1.1887 1.5180 -0.068 0.473 0.245
C 2.8373 -1.8312 1.4463 -0.343 -0.139 0.204
N 0.3474 0.8083 2.2559 -0.234 -0.718 -0.742
N 0.3586 1.6060 3.2016 -0.092 0.384 0.528
C -0.6655 2.5130 3.1596 -1.757 0.911 -1.093
C -0.7276 3.4466 4.1587 -0.025 0.297 1.044
C -1.7462 4.3968 4.1809 -0.125 -0.552 -0.645
C -2.6443 4.4359 3.1031 0.543 -0.082 0.047
C -2.5584 3.5507 2.0129 0.889 -0.352 1.097
C -1.5876 2.5436 2.0581 0.453 -0.259 0.000
H 4.9313 -1.7999 2.0536 -0.659 0.198 -0.060
H 4.7416 0.4043 3.1039 -0.040 0.029 -0.005
H 2.6137 1.6483 3.0446 0.117 0.041 0.096
H 0.6771 -1.6246 1.1385 0.347 -0.032 -0.006
H 2.9215 -2.7972 0.9647 -0.113 0.016 -0.014
H 0.0161 3.3526 4.9429 -0.117 0.270 0.101
H -1.8365 5.0552 5.0353 -0.052 0.139 -0.212
H -3.3989 5.1933 3.0844 -0.386 0.350 0.063
H -3.2215 3.6318 1.1678 -0.163 0.008 -0.035
C 0.7754 -3.0907 -5.1675 -0.135 -0.733 -0.513
C 1.4721 -1.7898 -5.0161 0.589 0.215 0.093
C 2.9614 -1.8631 -5.3753 -0.984 -0.052 0.152
C 3.4505 -0.4500 -5.4106 0.615 0.554 -0.757
C 3.0464 0.3906 -4.2593 0.797 0.773 0.577
C 3.7809 1.5422 -3.9708 -0.536 -1.075 -0.525
C 3.4770 2.2393 -2.8311 -0.364 0.334 0.466
F 4.1381 3.3658 -2.5609 0.170 0.042 0.086
C 2.4816 1.8348 -1.9901 -0.507 1.229 0.919
C 1.6848 0.7442 -2.2875 0.018 0.120 -0.168
C 0.5497 0.3726 -1.5010 -0.413 0.435 0.862
O 0.2238 1.1622 -0.5311 -0.498 -0.204 0.877
C -0.1339 -0.7979 -1.7877 0.119 -1.049 -0.499
C 0.3034 -1.5070 -2.8900 0.610 0.264 -0.307
N 1.2987 -1.1382 -3.6939 -1.040 -0.485 0.399
C 1.9824 0.0282 -3.4274 0.799 -0.780 -0.629
C -1.1840 -1.5565 -0.9828 -0.038 0.375 0.725
O -1.7807 -2.4969 -1.4450 0.164 -0.190 -0.673
O -1.3192 -1.1981 0.2659 0.467 0.857 -0.247
H 0.9380 -3.4000 -6.2035 -0.040 -0.020 0.081
H -0.3018 -3.0440 -5.0378 -0.052 -0.048 0.155
H 1.2243 -3.8604 -4.5490 -0.123 -0.178 0.281
H 0.9998 -1.0763 -5.6692 -0.106 0.324 -0.679
H 3.0409 -2.3025 -6.3627 0.024 -0.101 -0.185
H 3.5170 -2.5184 -4.7001 -0.099 0.181 0.200
H 3.0476 0.0730 -6.2859 0.136 -0.312 -0.246
H 4.5316 -0.4287 -5.4981 0.190 0.116 -0.091
H 4.5690 1.8836 -4.6216 0.178 -0.052 -0.079
H 2.2058 2.4497 -1.1395 0.223 -0.072 -0.018
H -0.1860 -2.4256 -3.1091 -0.343 -0.458 -0.155
O -2.3978 -0.1531 2.2223 -0.389 0.354 -0.210
S -3.6401 -1.0379 1.8110 0.426 0.345 0.411
C -3.5679 -2.3062 3.1289 -0.126 0.564 0.503
C -4.6903 -1.9837 4.1494 -0.461 -0.348 -0.632
C -4.8776 -0.4781 4.1096 -0.463 0.341 -0.052
C -5.0090 -0.1621 2.6191 0.282 -0.174 0.088
H -2.5723 -2.1303 3.5563 -0.201 -0.182 -0.130
H -3.6281 -3.2866 2.6814 0.031 -0.230 -0.103
H -4.4724 -2.3647 5.1412 0.243 -0.034 0.069
H -5.6331 -2.4659 3.8289 0.411 0.104 0.098
H -4.0085 0.0060 4.5372 0.222 0.280 0.017
H -5.7635 -0.1170 4.6600 0.326 -0.290 -0.215
H -4.9946 0.8765 2.2922 0.161 0.014 0.116
H -5.9013 -0.6333 2.2135 -0.198 -0.056 -0.108
Br -3.0618 1.4909 -0.8729 0.357 -0.171 0.429